The following is a DFT calculation (ωB97M-V/def2-TZVPD) of a structure of composition C3H4BrN at a distorted geometry.

Properties
Relative energy (zero: lowest compared OMol25 entry of this formula, charge and spin) in kcal/mol: 99.10
DFT total energy in a.u.: -2745.3041
Orbital gap (alpha / beta) in eV: 6.54 / 8.90
E_LUMO (alpha / beta) in eV: -1.402 / -0.080

The geometry in ORCA input format:
```
! wB97M-V def2-TZVPD RIJCOSX def2/J DEFGRID3
* xyz 0 1
C 0.16 1.94 -0.01
C -1.19 1.73 -0.01
C 1.67 -1.43 0.01
N 1.33 2.04 0.06
Br 2.77 0.06 -0.01
H -1.66 1.95 0.90
H -1.56 1.14 -0.83
H 0.93 -1.45 -0.76
H 1.93 -2.09 0.85
*
```